# 1
{"formula": "C19H47F2INO7PS", "method": "ωB97M-V with the def2-TZVPD basis set", "smiles": "C[C@H](F)CN(P(O)I)S(=O)(=O)F.CCOCC.CCOCC.CCOCC.CCOCC", "orbital_gap_ev": 9.42, "lumo_energy_ev": 0.16, "species": ["C", "C", "F", "C", "N", "P", "O", "I", "S", "O", "O", "F", "H", "H", "H", "H", "H", "H", "H", "C", "C", "O", "C", "C", "H", "H", "H", "H", "H", "H", "H", "H", "H", "H", "C", "C", "O", "C", "C", "H", "H", "H", "H", "H", "H", "H", "H", "H", "H", "C", "C", "O", "C", "C", "H", "H", "H", "H", "H", "H", "H", "H", "H", "H", "C", "C", "O", "C", "C", "H", "H", "H", "H", "H", "H", "H", "H", "H", "H"], "xyz": [[-0.3959, 2.5608, -0.1413], [0.4113, 1.3313, 0.2036], [0.2089, 1.0410, 1.5628], [1.9012, 1.5481, 0.0083], [2.6778, 0.2975, 0.1148], [4.0760, 0.1279, 1.2224], [4.1713, 1.6468, 1.8033], [2.9532, -0.8796, 3.1443], [2.8263, -0.5595, -1.2605], [2.6036, 0.2500, -2.4046], [3.9217, -1.4499, -1.1509], [1.5418, -1.4552, -1.1518], [-0.1025, 2.9508, -1.1170], [-1.4573, 2.3256, -0.1860], [-0.2189, 3.3350, 0.6047], [0.0764, 0.4526, -0.3526], [2.0811, 2.0216, -0.9563], [2.2278, 2.2291, 0.7892], [4.4635, 2.2953, 1.1429], [7.1924, 3.0889, -1.0063], [5.9343, 3.6929, -1.6038], [5.2577, 4.5839, -0.7310], [5.9903, 5.7321, -0.3291], [6.4111, 6.6282, -1.4798], [6.9546, 2.6402, -0.0391], [7.5780, 2.3108, -1.6657], [7.9935, 3.8116, -0.8500], [5.2067, 2.9024, -1.7985], [6.1487, 4.1657, -2.5679], [6.8628, 5.4420, 0.2669], [5.3151, 6.2719, 0.3346], [7.1336, 6.1431, -2.1371], [6.8791, 7.5317, -1.0875], [5.5454, 6.9172, -2.0769], [6.9018, -6.2479, 3.3602], [5.4290, -5.8767, 3.3136], [5.1793, -4.4871, 3.4124], [5.7399, -3.6841, 2.3874], [5.2485, -4.0233, 0.9913], [7.3708, -5.8385, 4.2560], [7.0077, -7.3335, 3.3774], [7.4460, -5.8773, 2.4906], [4.9113, -6.3130, 4.1683], [4.9633, -6.2909, 2.4117], [6.8352, -3.7166, 2.4273], [5.4358, -2.6690, 2.6414], [5.5725, -5.0143, 0.6694], [5.6364, -3.2976, 0.2756], [4.1585, -3.9896, 0.9520], [-6.3482, -0.4221, 1.3314], [-5.5655, 0.3610, 0.2932], [-4.2257, 0.6448, 0.6622], [-3.4011, -0.4826, 0.9013], [-3.2397, -1.3975, -0.3016], [-6.3240, 0.0868, 2.2961], [-7.3857, -0.5135, 1.0055], [-5.9531, -1.4299, 1.4697], [-6.0246, 1.3387, 0.1445], [-5.5984, -0.1563, -0.6729], [-3.7601, -1.0507, 1.7665], [-2.4302, -0.0664, 1.1744], [-4.1757, -1.8849, -0.5783], [-2.5152, -2.1806, -0.0739], [-2.8838, -0.8339, -1.1660], [-10.9452, 0.9096, -2.2564], [-9.5138, 0.6124, -1.8448], [-9.3898, -0.4363, -0.8997], [-9.8667, -1.7054, -1.3124], [-9.1618, -2.2634, -2.5367], [-11.5611, 1.1115, -1.3791], [-10.9666, 1.7861, -2.9051], [-11.3954, 0.0821, -2.8062], [-9.0832, 1.4828, -1.3491], [-8.8982, 0.4104, -2.7289], [-10.9498, -1.6763, -1.4768], [-9.6920, -2.3575, -0.4562], [-9.3579, -1.6706, -3.4310], [-9.5113, -3.2780, -2.7316], [-8.0830, -2.2929, -2.3766]], "forces_ev_per_angstrom": [[0.0, 0.0, -0.2], [0.0, 0.0, 0.2], [0.0, -0.1, -0.2], [-0.5, 0.0, 0.1], [0.9, 0.4, -0.3], [-0.2, -0.2, 0.0], [-0.2, 0.1, -0.1], [0.0, 0.1, 0.0], [-0.4, 0.0, 0.2], [0.0, 0.0, 0.0], [0.1, 0.0, 0.0], [0.0, 0.0, -0.1], [0.0, 0.0, 0.0], [0.0, 0.0, 0.2], [0.0, 0.0, 0.0], [0.0, 0.0, 0.0], [0.1, -0.1, 0.0], [0.1, 0.0, 0.1], [0.2, 0.0, 0.1], [0.0, -0.1, 0.1], [0.0, -0.1, 0.0], [-0.1, -0.1, 0.1], [0.0, 0.1, 0.0], [0.0, 0.0, 0.0], [0.1, -0.1, 0.0], [0.0, 0.0, 0.0], [-0.1, 0.1, -0.1], [0.0, 0.0, -0.1], [0.0, 0.1, 0.0], [0.0, 0.0, 0.0], [0.0, 0.0, 0.0], [0.0, 0.0, 0.0], [0.0, 0.0, 0.0], [0.0, 0.0, 0.0], [0.0, 0.0, 0.0], [0.0, 0.0, 0.0], [0.0, 0.0, 0.0], [0.0, 0.0, 0.0], [0.0, 0.0, 0.0], [0.0, 0.0, 0.0], [0.0, 0.0, 0.0], [0.0, 0.0, 0.0], [0.0, 0.0, 0.0], [0.0, 0.0, 0.0], [0.0, 0.0, 0.0], [0.1, 0.0, 0.0], [0.0, 0.0, 0.0], [0.0, 0.0, 0.0], [0.0, 0.0, 0.0], [0.0, 0.0, 0.0], [-0.1, 0.0, 0.0], [0.0, 0.0, 0.0], [0.1, 0.0, 0.0], [-0.1, 0.0, 0.0], [0.0, 0.0, 0.0], [0.0, 0.0, 0.0], [0.0, 0.0, 0.0], [0.0, 0.0, 0.0], [0.0, 0.0, 0.0], [0.0, 0.0, 0.0], [0.0, 0.0, 0.0], [0.0, 0.0, 0.0], [0.0, 0.0, 0.0], [0.0, 0.0, 0.0], [0.0, 0.0, 0.0], [0.0, 0.0, 0.0], [0.0, 0.0, 0.1], [0.0, 0.0, 0.0], [0.0, 0.0, 0.0], [0.0, 0.0, 0.0], [0.0, 0.0, 0.0], [0.0, 0.0, 0.0], [0.0, 0.0, 0.0], [0.0, 0.0, 0.0], [0.0, 0.0, 0.0], [0.0, 0.0, 0.0], [0.0, 0.0, 0.0], [0.0, 0.0, 0.0], [0.0, 0.0, 0.0]]}


# 2
{"formula": "C19H47InN3Na4O8P", "method": "ωB97M-V with the def2-TZVPD basis set", "relative_energy_ev": 1.339, "charge": 4, "orbital_gap_ev": 2.15, "lumo_energy_ev": -16.90, "species": ["In", "Na", "Na", "Na", "Na", "P", "O", "O", "O", "O", "C", "C", "C", "O", "C", "N", "H", "H", "H", "H", "H", "H", "H", "H", "H", "H", "H", "C", "C", "C", "O", "C", "N", "H", "H", "H", "H", "H", "H", "H", "H", "H", "H", "H", "C", "C", "C", "C", "C", "C", "N", "O", "C", "C", "C", "H", "H", "H", "H", "H", "H", "H", "H", "H", "H", "H", "H", "H", "H", "H", "H", "H", "H", "H", "C", "C", "O", "H", "H", "H", "H", "H", "H"], "xyz": [[-2.9640, -3.7359, 1.6012], [-1.7352, -1.1106, -1.1827], [-1.0305, -1.2518, 4.5122], [1.9034, -0.2694, 1.4811], [-3.0479, 0.9386, 2.6276], [-0.7793, -0.7866, 1.6194], [-0.6152, 0.5397, 2.5415], [-0.6877, -2.1038, 2.4582], [0.1616, -1.0115, 0.4008], [-2.2150, -1.0598, 1.1837], [0.1779, -2.9705, -2.7276], [0.3571, -3.9318, -1.5640], [1.8699, -3.9820, -1.1618], [2.6916, -4.1171, -2.3406], [3.9875, -4.6290, -1.8809], [-0.4110, -3.4521, -0.4266], [0.7485, -2.1377, -2.3165], [-0.9021, -2.8232, -2.7294], [0.4911, -3.3984, -3.6799], [-0.0907, -4.8943, -1.8111], [1.9181, -4.8118, -0.4567], [2.0076, -3.1480, -0.4736], [4.7676, -4.2596, -2.5466], [3.9757, -5.7186, -1.9058], [4.3239, -4.1794, -0.9466], [0.0043, -4.0894, 0.2378], [-0.1031, -2.5161, -0.2046], [3.4205, -2.3791, 4.8688], [2.0989, -1.6417, 4.3901], [2.1605, -0.1085, 4.4640], [3.1814, 0.4148, 3.6037], [3.4653, 1.7504, 3.9719], [1.9583, -2.1158, 3.0221], [4.2106, -1.9002, 4.2905], [3.4393, -3.4565, 4.7042], [3.6428, -2.1279, 5.9059], [1.1847, -1.8547, 4.9442], [2.4848, 0.1535, 5.4711], [1.2219, 0.4133, 4.2777], [2.5771, 2.1467, 4.4639], [3.8783, 2.3076, 3.1310], [4.2803, 1.7806, 4.6950], [0.9862, -2.0370, 2.7595], [1.8550, -3.1011, 2.8256], [-0.9070, 2.0958, -4.6582], [-0.8313, 1.6692, -3.2039], [-0.5240, 2.8667, -2.1157], [-1.8027, 3.6982, -1.7624], [-2.9413, 2.8118, -1.2269], [-3.3014, 1.7096, -2.2195], [-2.0344, 0.9918, -2.6273], [-2.3762, -0.0844, -3.3607], [-4.2443, 0.8145, -1.3583], [-3.9625, 2.2696, -3.5522], [0.3571, 0.7049, -2.9341], [0.0098, 1.9141, -5.2189], [-1.0984, 3.1420, -4.8965], [-1.4456, 1.3639, -5.2602], [-0.0399, 2.5396, -1.1955], [0.2010, 3.5236, -2.5963], [-2.1698, 4.2518, -2.6266], [-1.4412, 4.3845, -0.9966], [-3.7343, 3.5112, -0.9623], [-2.6563, 2.4205, -0.2504], [-4.9884, 1.3480, -0.7669], [-4.7309, 0.0870, -2.0079], [-3.7084, 0.1281, -0.7028], [-3.3028, 3.0097, -4.0052], [-4.1801, 1.4734, -4.2640], [-4.8626, 2.7824, -3.2132], [0.4709, 0.3620, -1.9057], [1.3936, 0.9869, -3.1190], [0.0900, -0.1325, -3.5788], [-3.0205, 0.3799, -3.9001], [-0.5866, 3.6159, 2.3775], [0.7360, 3.4302, 1.7163], [0.9117, 2.0916, 1.4513], [-0.8003, 4.6606, 2.6032], [-0.6497, 3.2091, 3.3868], [-1.4195, 3.2637, 1.7689], [1.5967, 3.7307, 2.3138], [0.9136, 3.9452, 0.7722], [0.2297, 1.6952, 1.9984]], "forces_ev_per_angstrom": [[0.5, 0.1, -0.2], [0.3, -0.4, 0.1], [0.3, -0.1, 0.3], [1.3, 0.8, 0.0], [0.2, 0.1, -0.3], [0.3, -1.0, 0.2], [-1.4, -3.7, -1.2], [0.6, 0.1, 1.6], [-0.6, 2.5, 1.3], [-2.4, 1.9, -1.1], [-0.3, -0.8, 1.0], [0.5, -0.2, -1.3], [-2.2, -1.3, -1.6], [0.3, -0.1, 3.2], [0.5, 1.1, -1.2], [-0.2, -1.0, -0.1], [-0.1, 0.8, -1.0], [-0.2, 0.5, -0.5], [0.2, 0.5, 0.1], [0.6, -0.3, -0.2], [0.7, -0.7, -0.2], [0.9, 0.9, -0.4], [-0.3, -0.3, -0.6], [-0.1, 0.0, 0.3], [-0.7, -0.4, 0.5], [-0.6, 0.2, 1.4], [0.4, 0.0, 0.5], [-0.8, 1.7, 0.5], [1.9, -1.2, -0.4], [1.9, -0.3, 0.2], [-1.0, -0.7, -0.5], [0.6, 0.2, 0.5], [-1.2, 0.6, -1.1], [0.1, -0.2, -0.1], [-0.3, 0.2, 0.0], [-0.1, -0.3, 0.1], [0.0, -0.7, 0.7], [-0.3, -0.1, 0.4], [-0.4, -0.1, -0.3], [0.1, 0.7, -0.4], [-0.6, 0.0, -0.2], [0.0, -0.2, 0.3], [-1.1, 1.2, -0.5], [1.7, -1.0, 1.0], [0.5, -1.1, -1.3], [1.6, 2.2, 3.8], [-1.3, 0.3, -1.6], [0.9, -1.0, 0.1], [1.4, 1.7, -0.5], [0.0, 0.9, 2.0], [-0.1, 1.5, 0.2], [0.3, -0.4, -0.4], [0.1, -1.6, -1.7], [0.6, 0.1, 1.1], [0.1, -1.3, -0.2], [0.8, 0.1, 0.8], [-0.7, -0.1, 0.5], [-1.0, 0.4, 0.1], [-0.2, -0.6, -0.1], [0.0, -0.1, -0.2], [0.2, 0.2, 0.0], [-0.4, 0.3, 0.0], [-0.6, -0.4, -0.5], [0.3, -0.6, 0.0], [0.2, 0.2, -0.4], [-0.6, 0.2, -0.1], [0.5, 0.5, 0.5], [-0.1, -0.2, 0.0], [-0.4, 0.1, -0.1], [-0.2, -0.2, -0.3], [-0.8, 0.0, 0.3], [-0.4, 0.9, -0.8], [0.5, -0.5, 0.0], [-1.3, -1.1, -1.4], [-0.6, 1.7, 0.8], [1.0, 0.8, -0.3], [0.9, -1.2, -1.0], [0.1, 0.2, -0.4], [0.2, -0.6, -0.1], [0.0, -0.2, -0.2], [-0.1, 0.5, 0.6], [-0.5, 0.5, -0.1], [-0.3, -1.2, 0.1]]}


What is the formula in the first record? C19H47F2INO7PS